Entry from the Open Molecules 2025 dataset: C51H43CaCl5Ge2NP2Te as an isolated structure at a distorted geometry (ωB97M-V/def2-TZVPD).

XYZ file:
```
106
Properties=species:S:1:pos:R:3:forces:R:3:lowdin_charge:R:1
Ca 1.142 -0.226 0.621 -0.1944 0.3694 -0.1943 0.83
Cl 4.804 -0.520 -0.823 0.1510 0.1264 -0.6847 0.74
C 4.628 -0.335 0.877 -0.2117 0.1305 0.5990 -0.71
C 3.350 -0.119 1.378 0.8445 0.2081 0.3928 -0.34
C 3.291 0.095 2.747 1.1360 -0.2514 -0.6868 -0.74
Cl 1.730 0.381 3.420 -1.0833 0.2220 0.4881 0.66
C 4.397 0.093 3.588 0.0559 -0.0449 0.1307 -0.71
Cl 4.241 0.385 5.277 -0.0596 0.0198 0.1068 0.68
C 5.652 -0.160 3.040 -0.0174 -0.0055 0.0113 -0.70
Cl 7.046 -0.202 4.047 -0.0266 0.0072 0.0074 0.68
C 5.772 -0.377 1.669 0.0440 -0.1033 -0.0766 -0.70
Cl 7.319 -0.703 0.980 -0.0385 0.0338 0.0401 0.68
Te -2.178 3.232 1.913 -0.3401 0.3458 -0.6133 1.32
C -3.052 4.794 0.772 -0.0755 0.0026 0.1568 -0.53
C -3.504 4.566 -0.521 0.0637 -0.2237 0.1647 -0.13
C -4.057 5.620 -1.226 0.0128 -0.1661 -0.1372 -0.15
N -4.187 6.840 -0.732 -0.1662 0.3971 -0.2427 0.06
C -3.766 7.052 0.504 0.0263 0.0808 0.2167 -0.15
C -3.195 6.070 1.296 0.0741 -0.2893 0.1786 -0.13
C -1.397 2.318 0.094 0.6889 -0.4097 1.6498 -0.84
P -1.709 0.554 0.276 -1.6391 0.0254 -0.9877 0.86
C -3.543 0.517 0.479 0.0859 -0.2681 0.3535 -0.41
C -4.109 0.142 1.693 0.1942 -0.0946 -0.0372 -0.14
C -5.483 0.147 1.862 -0.0757 -0.0310 0.0817 -0.07
C -6.312 0.535 0.821 0.0216 0.0283 0.1079 -0.07
C -5.754 0.901 -0.392 -0.0616 0.0728 -0.0979 -0.07
C -4.382 0.885 -0.566 0.0834 -0.0013 0.0015 -0.09
C -1.674 -0.061 -1.448 0.2521 -0.0694 0.1594 -0.39
C -1.777 0.813 -2.522 0.0930 0.0392 0.1036 -0.14
C -1.887 0.329 -3.809 -0.0897 0.0825 -0.0942 -0.07
C -1.916 -1.038 -4.027 0.0257 -0.1075 0.0068 -0.06
C -1.822 -1.921 -2.961 -0.0397 -0.0280 -0.1410 -0.05
C -1.706 -1.434 -1.673 -0.0347 -0.0410 0.2536 -0.10
P 0.377 2.660 0.215 -0.1392 1.5956 -1.2880 0.88
C 1.160 2.488 -1.452 0.1172 -0.2904 0.2936 -0.37
C 0.611 2.851 -2.678 -0.0632 0.0037 -0.1058 -0.11
C 1.347 2.723 -3.843 -0.2117 0.0704 -0.0262 -0.06
C 2.646 2.249 -3.805 0.1880 -0.0359 0.1509 -0.06
C 3.223 1.938 -2.586 0.2045 -0.0003 -0.2961 -0.09
C 2.485 2.053 -1.422 -0.1237 0.0399 0.2590 -0.14
C 0.388 4.501 0.287 0.2717 -0.1951 0.3835 -0.42
C 1.117 5.133 1.290 0.0067 -0.1790 -0.0380 -0.11
C 1.117 6.514 1.385 0.0669 0.0796 0.0627 -0.08
C 0.387 7.272 0.484 0.0319 0.0526 0.0320 -0.08
C -0.341 6.649 -0.516 0.0154 0.0456 -0.0932 -0.07
C -0.336 5.270 -0.619 0.1007 -0.1192 -0.0190 -0.11
H -3.411 3.585 -0.965 -0.0820 -0.0406 -0.0943 0.07
H -4.420 5.484 -2.238 0.0163 -0.1066 -0.0411 0.11
H -3.888 8.061 0.876 0.0327 0.0351 0.0933 0.11
H -2.849 6.292 2.295 0.0165 0.1500 0.0711 0.10
H -3.467 -0.156 2.512 0.0027 -0.0220 0.0494 0.09
H -5.907 -0.153 2.810 -0.0135 0.0007 0.0535 0.11
H -7.384 0.562 0.959 -0.0160 -0.0533 -0.0158 0.11
H -6.388 1.196 -1.216 -0.0704 0.0322 -0.0531 0.11
H -3.966 1.155 -1.525 -0.0280 0.0058 -0.0807 0.09
H -1.800 1.874 -2.322 -0.0280 0.0276 -0.0914 0.07
H -1.980 1.021 -4.634 0.0141 0.0206 -0.1031 0.11
H -2.031 -1.425 -5.027 0.0441 -0.0350 -0.1512 0.11
H -1.846 -2.985 -3.142 0.0160 -0.1479 0.0681 0.10
H -1.687 -2.122 -0.833 0.1192 0.0013 -0.0748 0.08
H -0.391 3.242 -2.737 -0.0737 0.0321 -0.0062 0.09
H 0.906 3.002 -4.789 -0.0727 0.0144 -0.0563 0.11
H 3.213 2.138 -4.717 0.0374 0.0210 -0.0601 0.11
H 4.251 1.612 -2.539 0.0277 -0.0473 0.0247 0.08
H 2.954 1.852 -0.463 0.0809 -0.1539 -0.0227 0.07
H 1.669 4.534 2.005 0.0139 0.0413 0.0191 0.11
H 1.683 7.002 2.166 0.0420 0.0080 0.0513 0.11
H 0.385 8.349 0.560 -0.0045 0.0894 0.0163 0.11
H -0.922 7.238 -1.210 -0.0468 0.0249 -0.0653 0.11
H -0.923 4.794 -1.388 -0.0087 -0.0032 -0.0651 0.09
C -0.456 -5.893 2.708 0.1001 0.6929 -0.1048 -0.24
Ge -0.209 -3.921 2.411 0.0448 0.0955 -0.0630 0.68
C 0.581 -3.186 4.098 -0.1746 -0.2071 -0.4150 -0.26
C -2.035 -3.101 2.384 0.3691 -0.1705 -0.0117 -0.27
Ge 0.994 -3.010 0.384 -0.2190 -1.0450 0.0892 0.75
C 2.859 -3.697 0.539 -0.4412 0.0657 0.0870 -0.39
C 3.801 -3.451 -0.451 -0.1756 -0.0435 -0.1321 -0.20
C 5.107 -3.892 -0.330 0.0934 -0.0466 -0.0404 -0.11
C 5.493 -4.595 0.798 0.1603 -0.0515 -0.0241 -0.10
C 4.566 -4.862 1.790 0.0922 -0.0313 0.1736 -0.09
C 3.266 -4.410 1.660 -0.0832 -0.0757 0.1230 -0.14
C 0.306 -4.110 -1.144 -0.0123 0.3163 0.4636 -0.39
C 0.954 -4.116 -2.374 0.0934 0.0177 0.0505 -0.13
C 0.515 -4.921 -3.410 0.0361 -0.0279 -0.1699 -0.10
C -0.614 -5.707 -3.252 -0.1548 -0.0709 -0.0557 -0.11
C -1.300 -5.681 -2.048 -0.1763 -0.0561 -0.1875 -0.10
C -0.840 -4.887 -1.014 -0.0410 0.0114 0.2092 -0.15
H -1.015 -6.021 3.631 -0.0890 -0.0306 0.1539 0.01
H 0.498 -6.401 2.808 0.1644 -0.0277 -0.0060 0.00
H -1.009 -6.361 1.900 -0.0670 -0.0171 -0.1602 0.00
H 0.119 -3.679 4.950 -0.0975 -0.0741 0.1248 0.01
H 0.383 -2.119 4.178 -0.0216 0.0784 -0.0328 -0.03
H 1.655 -3.336 4.164 0.1268 -0.0115 -0.0393 0.00
H -2.531 -3.256 3.338 -0.0828 -0.0227 0.1777 0.01
H -2.668 -3.517 1.605 -0.0703 -0.0686 -0.1516 0.00
H -1.951 -2.027 2.212 0.0455 0.0502 -0.0051 -0.03
H 3.513 -2.896 -1.336 0.0544 -0.0099 0.0082 0.05
H 5.824 -3.677 -1.110 0.0552 0.0159 -0.0369 0.10
H 6.513 -4.936 0.904 0.0986 -0.0329 -0.0024 0.10
H 4.855 -5.420 2.669 0.0518 -0.0403 0.0638 0.10
H 2.548 -4.629 2.440 0.0416 -0.0431 0.0573 0.05
H 1.819 -3.485 -2.526 0.1164 -0.0115 -0.0501 0.08
H 1.059 -4.945 -4.344 0.0238 0.0560 -0.1048 0.10
H -0.973 -6.321 -4.065 0.0309 -0.0883 -0.0636 0.10
H -2.193 -6.279 -1.918 -0.0217 -0.0281 0.0049 0.10
H -1.383 -4.874 -0.077 -0.0541 -0.0862 0.0725 0.06
```
Forces are in eV/Å.

As for the multiplicity: 2. As for the gap between HOMO and LUMO (spin up / spin down): 6.33 / 4.40 eV. As for the expectation value of S²: 0.7582.